{
  "formula": "C6H19NO8P2S3",
  "method": "ωB97M-V/def2-TZVPD",
  "symbols": ["C", "N", "C", "P", "P", "S", "H", "H", "H", "H", "H", "H", "H", "H", "H", "H", "H", "C", "C", "O", "S", "O", "O", "O", "H", "H", "H", "H", "C", "C", "O", "S", "O", "O", "O", "H", "H", "H", "H"],
  "coordinates": [[-3.8878, 0.5670, -1.3978], [-3.3070, 1.7514, -2.0210], [-1.8690, 1.8523, -1.9679], [-1.1313, 2.0630, -0.2275], [-0.3718, 2.3075, 1.9793], [-1.3370, 1.0771, 3.1724], [-4.0330, -0.2245, -2.1372], [-3.2699, 0.1541, -0.5924], [-4.8596, 0.8072, -0.9711], [-3.7644, 2.6044, -1.7321], [-1.5380, 2.7039, -2.5688], [-1.4289, 0.9543, -2.4151], [-0.5559, 0.7803, -0.1241], [-0.2582, 3.1111, -0.6237], [-2.4216, 2.2642, 0.3500], [1.0259, 2.1043, 1.9379], [-0.4356, 3.6615, 2.3736], [0.6482, -1.6298, -4.9541], [1.5772, -0.4849, -5.3135], [1.9328, 0.0624, -4.0327], [2.0424, -1.1019, -2.9485], [3.3841, -1.5262, -2.7986], [1.2818, -0.7064, -1.8174], [1.2601, -2.2050, -3.7882], [-0.3523, -1.2790, -4.6981], [0.5941, -2.4002, -5.7177], [1.0951, 0.2997, -5.8891], [2.4778, -0.8310, -5.8215], [0.4561, -1.3895, 5.1040], [1.4920, -0.5527, 4.3815], [2.7304, -0.9506, 5.0028], [2.6808, -2.4912, 5.3936], [3.2973, -3.2836, 4.3911], [3.0867, -2.6129, 6.7474], [1.1057, -2.6667, 5.2612], [0.2208, -0.9863, 6.0893], [-0.4505, -1.5337, 4.5263], [1.3559, 0.5127, 4.5319], [1.5265, -0.7825, 3.3161]],
  "homo_lumo_gap_ha": 0.3040,
  "e_homo_ev": -8.027,
  "lumo_ev": 0.25
}

=====

{
  "formula": "C6H20F3O8Y",
  "method": "ωB97M-V/def2-TZVPD",
  "symbols": ["Y", "C", "C", "O", "H", "H", "H", "H", "H", "O", "H", "C", "O", "O", "C", "F", "F", "F", "C", "C", "H", "H", "H", "H", "H", "H", "O", "H", "H", "O", "H", "H", "O", "H", "H", "O", "H", "H"],
  "coordinates": [[-0.9970, -0.9901, -0.6842], [-0.8133, 2.7141, -3.5842], [-1.4758, 2.1221, -2.3546], [-1.0259, 0.8408, -2.0886], [-1.1150, 3.7325, -3.8553], [-1.0213, 2.0684, -4.4402], [0.2677, 2.8318, -3.4694], [-2.5667, 2.1042, -2.5077], [-1.2669, 2.7815, -1.4933], [-1.2791, -2.6682, 0.6577], [-1.0237, -3.5788, 0.7173], [2.2053, -0.8455, 0.9643], [1.6247, 0.1037, 1.8792], [1.3333, -1.1614, 0.0010], [3.4924, -0.1601, 0.4552], [4.2900, -1.0722, -0.1546], [3.2659, 0.8061, -0.4372], [4.1919, 0.3283, 1.4952], [1.6103, -0.2600, 3.2579], [1.3302, 0.9973, 4.0431], [2.0751, 1.7811, 3.9071], [0.3950, 1.4804, 3.7372], [1.2263, 0.7987, 5.1118], [2.5982, -0.6313, 3.5526], [0.8925, -1.0746, 3.3891], [2.4812, -1.7676, 1.4913], [-3.1628, -0.0367, 0.1070], [-3.8916, -0.5474, 0.4817], [-3.2793, 0.8559, 0.4471], [-2.7590, -2.0773, -1.8925], [-2.9970, -2.9379, -1.5152], [-3.3951, -1.9140, -2.5988], [0.0061, -2.4206, -2.3429], [-0.0527, -2.2730, -3.2954], [0.6603, -3.1203, -2.2265], [-0.7285, 0.7536, 0.8783], [-1.2642, 1.5139, 1.1191], [0.1686, 0.9225, 1.2476]],
  "homo_lumo_gap_ha": 0.2799,
  "de_lowest_ev": 0.0000,
  "e_homo_ev": -7.971,
  "lumo_ev": -0.36
}